134
Properties=species:S:1:pos:R:3:forces:R:3:lowdin_charge:R:1 method="wB97M-V/def2-TZVPD" e_homo_ha=-0.39951 total_charge=+3 homo_lumo_gap_ev=1.7 fmax_ev_per_a=9.01
C 5.10099 0.51155 0.59300 -1.0 -0.5 0.6 -0.1016
C 4.86480 1.69266 -0.31360 1.7 0.9 1.6 -0.2662
C 4.14975 2.84143 0.34781 -0.5 0.5 1.2 -0.1949
C 4.51748 4.12646 -0.31974 -0.2 1.6 0.9 -0.1013
N 3.86967 5.40216 0.34023 0.3 -1.0 0.2 -0.2094
C 4.42508 6.59517 -0.37211 2.2 -1.6 -0.8 -0.1310
C 5.45379 7.17652 0.53947 0.1 1.2 0.8 -0.1189
C 4.70840 7.01010 1.87942 -0.8 -0.6 -1.7 -0.1211
C 4.33395 5.55343 1.78781 0.5 -0.4 -0.6 -0.0923
C 2.37481 5.43835 0.34998 -0.9 -0.8 -0.4 -0.1425
C 1.75138 5.32940 -1.06181 0.3 -1.0 1.2 -0.2084
C 0.23173 5.45153 -0.88981 1.0 1.1 -1.0 -0.0735
H 4.11055 0.20512 1.03045 0.9 0.1 -0.3 0.0916
H 5.76625 0.77402 1.42642 -0.1 -0.2 -0.2 0.0753
H 5.49908 -0.32834 0.01077 0.0 0.2 0.4 0.0830
H 4.40162 1.36681 -1.17092 -1.2 -0.5 -2.2 0.0916
H 5.82060 2.13559 -0.58839 0.4 -0.4 -0.4 0.1179
H 4.53666 2.89526 1.41159 -1.0 -0.2 -0.9 0.1397
H 3.04643 2.78012 0.23641 0.5 -0.5 0.8 0.1293
H 4.16886 4.14378 -1.33817 0.3 0.1 -0.5 0.1256
H 5.58633 4.36241 -0.20257 -0.3 -0.2 -0.5 0.1458
H 3.70077 7.32866 -0.49902 -1.6 1.0 -0.5 0.1169
H 4.85240 6.23429 -1.31379 -0.4 0.4 0.0 0.1468
H 5.65643 8.21892 0.22737 -0.1 -0.5 0.4 0.1439
H 6.42372 6.67078 0.61029 -0.3 -0.2 -0.3 0.1308
H 3.81685 7.59695 1.98486 -0.4 0.7 -0.2 0.1211
H 5.30401 7.20373 2.68265 1.6 0.5 2.3 0.0959
H 3.55638 5.12224 2.38896 -0.3 0.2 0.6 0.1296
H 5.23829 4.96628 1.93704 0.0 -0.2 -0.2 0.1331
H 2.07947 6.42689 0.80587 0.2 -1.2 -0.2 0.1600
H 2.01252 4.55714 0.93230 0.3 1.0 0.0 0.1371
H 1.99363 4.34505 -1.53407 -0.1 0.8 0.4 0.1236
H 2.25086 6.10855 -1.59646 -0.3 0.5 -1.1 0.0964
H -0.01200 6.43693 -0.47833 -0.3 -0.3 -0.1 0.0924
H -0.12242 4.66985 -0.28445 -0.4 -0.9 1.3 0.0566
H -0.28446 5.28041 -1.81999 -0.1 0.4 -0.5 0.0788
C 1.43177 -3.70570 8.67487 -2.1 0.3 1.3 -0.1052
C 1.01778 -2.94099 7.43118 -0.8 -0.5 0.4 -0.2542
C 2.03318 -3.04824 6.25858 -2.2 0.1 0.3 -0.1724
C 3.08948 -2.03060 6.48405 0.1 1.3 0.8 -0.1738
N 4.36274 -2.17336 5.72875 -1.2 -0.6 -1.4 -0.2322
C 4.09105 -1.99523 4.21910 0.9 0.4 0.1 -0.0738
C 3.78368 -3.37599 3.71503 1.2 -0.3 -1.0 -0.1476
C 4.54824 -4.35790 4.65405 -0.5 -1.1 -2.7 -0.1336
C 4.90180 -3.58732 5.85297 0.5 1.2 1.3 -0.0993
C 5.28635 -1.18658 6.30529 0.4 2.5 -0.4 -0.1257
C 6.60529 -0.83743 5.52545 -0.6 -0.3 1.7 -0.2214
C 7.53035 -0.04096 6.47080 -2.1 0.1 1.2 -0.0831
H 2.31236 -3.26483 9.04021 1.6 0.1 0.7 0.0397
H 1.52700 -4.76723 8.49149 0.3 -0.2 0.0 0.0744
H 0.68513 -3.58779 9.56209 1.1 -0.2 -1.7 0.1216
H 0.75787 -1.93765 7.73803 0.5 0.7 -0.3 0.1065
H 0.04078 -3.32528 7.16458 -0.1 -0.3 -0.7 0.1031
H 1.43672 -2.85249 5.34676 0.7 -0.2 0.2 0.1190
H 2.37398 -4.07941 6.31248 0.3 -0.1 -0.4 0.1135
H 3.36178 -2.05770 7.55859 0.1 0.1 -0.5 0.1427
H 2.75507 -0.99830 6.23098 -0.2 -0.8 0.3 0.0697
H 5.01526 -1.59377 3.77564 -0.2 -0.4 0.3 0.1215
H 3.33578 -1.24782 3.99355 -0.3 0.1 0.6 0.0897
H 4.19291 -3.48900 2.69292 -0.3 0.1 0.4 0.1275
H 2.73345 -3.57723 3.63827 -0.5 -0.1 0.3 0.0970
H 5.49012 -4.65950 4.11471 -1.0 0.0 0.7 0.1398
H 3.88157 -5.24032 4.74433 0.8 0.4 0.5 0.1321
H 5.94467 -3.34741 5.84510 0.8 -0.7 0.3 0.1120
H 4.60304 -3.99242 6.82369 0.1 0.1 -0.2 0.1527
H 5.63682 -1.63572 7.23789 -0.3 0.4 0.2 0.1370
H 4.62997 -0.25018 6.47384 1.4 -1.4 0.0 0.1719
H 6.56181 -0.32570 4.59006 -0.8 0.6 -0.6 0.0911
H 7.03334 -1.78234 5.29179 0.8 -0.9 -0.2 0.0891
H 8.41381 0.23814 5.94196 1.0 -0.2 0.1 0.0647
H 7.63998 -0.58404 7.46812 0.5 0.7 -1.5 0.1068
H 7.01287 0.92746 6.71437 0.4 -0.8 -0.1 0.0919
C -8.18720 0.17156 -10.54052 7.1 -2.5 -0.8 0.0347
C -7.34433 -0.95059 -9.98543 -5.0 3.1 -0.7 -0.1336
C -6.18656 -2.00160 -10.46272 -2.6 1.7 8.5 -0.0497
C -6.89461 -3.34526 -9.69797 1.3 0.0 -0.9 -0.0754
N -6.21158 -3.77021 -8.38491 0.8 2.4 1.6 -0.2015
C -6.37219 -5.18030 -7.87264 -0.4 0.2 -0.6 -0.1145
C -7.46646 -5.11194 -6.79208 1.6 0.3 0.5 -0.1190
C -6.94277 -3.87861 -5.96933 1.7 -1.8 -1.2 -0.1331
C -6.83288 -2.87737 -7.11162 -1.9 -2.1 -1.3 -0.0310
C -4.74691 -3.54635 -8.53715 1.1 0.1 0.3 -0.1831
C -4.07134 -4.31721 -9.71598 1.8 -0.4 1.3 -0.1834
C -2.53377 -4.27185 -9.43479 0.9 -0.2 -0.1 -0.1027
H -7.46058 0.74389 -11.24859 -1.8 -1.1 0.3 0.0603
H -10.72601 3.12334 -12.98413 0.0 -0.1 0.0 0.0745
H -9.13074 0.73004 -10.46587 0.4 -1.0 1.3 0.0412
H -9.33092 -5.15235 -12.58781 0.0 0.1 0.0 -0.0347
H -7.81332 -1.31837 -9.00376 0.8 0.3 -1.7 0.0535
H -5.29775 -1.71395 -9.72956 -1.9 -0.3 -2.2 0.1079
H -5.76914 -2.21085 -11.36455 0.3 -0.2 -3.0 0.0588
H -6.63825 -4.12970 -10.41931 -0.8 -0.3 0.4 0.1078
H -7.97033 -3.25871 -9.38748 1.1 -0.1 -1.3 0.1263
H -5.35258 -5.50239 -7.51366 -1.4 0.3 0.1 0.1477
H -6.56350 -5.77522 -8.74548 -0.5 -0.5 -0.2 0.1278
H -7.33593 -6.04581 -6.25620 -0.8 -0.1 0.3 0.1236
H -8.46523 -4.90087 -7.16149 -0.1 -0.5 -0.2 0.1218
H -5.91654 -4.24296 -5.80159 0.0 0.6 0.9 0.1064
H -7.39985 -3.66509 -4.99110 -0.2 0.4 -0.9 0.1363
H -6.46687 -1.89404 -6.97513 1.1 0.7 -0.1 0.1184
H -7.86700 -2.80884 -7.47477 0.2 0.6 0.1 0.1031
H -4.26370 -3.86878 -7.58117 -0.4 0.3 -0.8 0.1350
H -4.60321 -2.45275 -8.60568 0.4 -1.0 0.2 0.1100
H -4.20158 -3.93815 -10.72170 -0.6 0.3 0.0 0.1032
H -4.26666 -5.41260 -9.72297 -0.5 0.8 0.1 0.1237
H -2.24586 -4.54530 -8.39283 -0.4 -0.5 -0.8 0.0865
H -1.99564 -3.35012 -9.55881 -0.6 1.4 0.0 0.0622
H -1.93828 -4.80368 -10.20397 -0.7 -0.7 0.7 0.0908
C -1.19166 4.81510 3.92748 -1.8 -0.5 -1.6 -0.0774
O -1.99288 3.65532 4.23414 0.2 0.3 0.0 -0.2186
C -1.63003 3.04069 5.48663 1.5 1.1 -2.4 -0.2170
C -2.17079 1.66966 5.48503 1.0 -1.5 0.0 -0.1411
N -1.97896 0.92181 4.17853 0.7 -1.9 0.7 -0.0039
H -2.11668 1.52334 3.39323 -0.2 0.8 -0.7 0.1291
H -0.94099 0.50163 4.09635 -1.3 1.3 0.5 -0.0492
C -2.95203 -0.23049 4.10798 -0.2 0.2 1.7 -0.1242
C -3.04300 -0.88953 2.77571 1.5 0.7 -1.0 -0.1845
O -3.17121 0.20647 1.84256 0.5 -0.7 0.9 -0.1942
C -3.70843 -0.23354 0.63611 0.0 0.8 -1.4 -0.1179
H -1.40291 5.60390 4.62819 0.1 0.4 0.4 0.0818
H -1.55400 5.16589 2.89542 0.7 -0.5 1.5 0.1128
H -0.14764 4.54146 3.89990 0.5 0.0 0.0 0.0708
H -1.99761 3.64030 6.28880 -0.3 0.2 0.9 0.1297
H -0.52017 2.99812 5.47923 -0.5 0.0 0.5 0.0703
H -3.19067 1.60016 5.78995 -0.8 0.0 -0.1 0.1235
H -1.56744 1.11195 6.19406 -0.1 -0.2 0.3 0.1119
H -3.89048 0.21002 4.42466 -0.4 -0.1 -0.3 0.1287
H -2.69336 -0.95243 4.90417 0.1 0.3 -0.4 0.1479
H -3.89973 -1.54156 2.66405 -0.3 -0.2 0.4 0.1244
H -2.10859 -1.51380 2.60347 -0.9 0.7 -0.2 0.1513
H -4.00751 0.65266 0.01444 0.5 -0.8 0.6 0.1146
H -4.57170 -0.82279 0.82696 -1.1 -0.5 0.1 0.0709
H -3.02814 -0.89132 0.08772 0.3 0.2 -0.1 0.0924
Br 1.04423 0.77061 4.68687 0.4 -0.4 -0.1 -0.1265